14
Properties=species:S:1:pos:R:3:forces:R:3 method="wB97M-V/def2-TZVPD" smiles="O=CCCNC=O" mol_weight_g_mol=101.105 energy_ev=-9844.0335 e_above_lowest_kj_mol=313.2 fmax_ev_per_a=5.60 e_lumo_ev=0.4 e_homo_ha=-0.3668
O -1.98238 -1.47027 -0.86650 1.651 2.915 1.618
C -1.66710 -0.32864 -0.45058 -4.327 -3.428 -0.187
C -1.31468 0.05346 1.03409 2.449 -0.171 -5.032
C 0.07179 0.54214 0.37150 0.527 4.537 -0.925
N 0.94660 -0.43570 -0.20933 -2.066 -2.471 0.846
C 2.24972 -0.24966 -0.43474 2.106 1.705 -1.119
O 3.20958 -0.91309 -0.80936 -2.048 -0.392 0.581
H -1.69892 0.46654 -1.18990 0.063 0.463 0.025
H -1.18999 -0.88584 1.53960 -0.166 0.043 0.858
H -1.83575 0.91933 1.43105 -0.059 -0.345 0.132
H 0.55598 1.33274 0.92749 0.821 -0.761 1.284
H -0.10212 1.36873 -0.50478 -0.672 -1.917 1.472
H 0.37295 -1.24393 -0.45595 1.246 -0.464 -0.114
H 2.38432 0.84418 -0.38259 0.473 0.286 0.561

20
Properties=species:S:1:pos:R:3:forces:R:3 method="wB97M-V/def2-TZVPD" mol_weight_g_mol=240.837 energy_ev=-21765.6241 charge=-1 fmax_ev_per_a=1.67 e_lumo_ev=2.9 e_homo_ha=-0.1390
C -1.83799 0.12304 -2.23139 0.003 -0.680 0.195
B -2.12784 -0.27729 -0.71708 -0.049 0.227 -0.287
O -3.10511 -1.26000 -0.58127 -0.580 0.349 0.175
Al -1.20737 0.53310 1.04435 -0.188 -0.041 0.301
C 0.68510 -0.22462 1.33085 0.271 0.899 -0.077
C 1.94000 0.51285 0.83620 -0.101 -1.671 -0.045
C 2.87839 -0.44339 0.07320 0.172 0.457 0.054
I 1.61164 2.21884 -0.46485 0.014 0.299 -0.004
H -2.14073 -0.66716 -2.92397 0.068 -0.134 -0.142
H -2.42240 1.00014 -2.50624 -0.004 0.289 0.126
H -0.78274 0.35359 -2.35687 0.102 0.159 -0.222
H -3.46194 -1.21110 0.32059 0.494 -0.346 -0.209
H -2.10940 -0.04762 2.29440 -0.065 -0.185 0.099
H -1.29688 2.14044 1.13435 0.122 0.167 0.070
H 0.71734 -1.23444 0.93111 -0.149 -0.210 -0.078
H 0.79398 -0.30778 2.41153 -0.130 -0.082 0.211
H 2.49858 0.84124 1.69996 0.003 0.878 -0.045
H 3.46050 0.05934 -0.69362 0.120 0.027 -0.060
H 3.58548 -0.86033 0.78924 0.005 -0.294 0.071
H 2.32140 -1.24886 -0.39048 -0.108 -0.107 -0.133

2
Properties=species:S:1:pos:R:3:forces:R:3 method="wB97M-V/def2-TZVPD" mol_weight_g_mol=151.209 energy_ev=-13538.3963 charge=+1 e_above_lowest_kj_mol=0.0 fmax_ev_per_a=0.05 e_lumo_ev=-7.6 e_homo_ha=-0.5328
Mg 12.89115 13.86444 -22.77737 0.021 0.029 0.031
I 11.85758 12.39833 -24.43890 -0.021 -0.029 -0.031